No. 1
8
Properties=species:S:1:pos:R:3:forces:R:3 method="wB97M-V/def2-TZVPD" e_lumo_ev=-0.150 e_homo_ev=-8.633 smiles=O[C@@H]1SC12SS2 gap_ha=0.3117
O -0.555 0.908 -1.383 2.9580 3.0524 0.4234
C -0.750 -0.043 -0.446 2.8632 1.4385 3.0040
S -1.209 0.428 1.307 -0.0099 -0.0086 -0.2136
C 0.313 -0.254 0.754 -2.5558 -0.1430 -2.8533
S 1.120 -1.775 1.041 -0.3111 -1.8898 0.5632
S 2.041 0.001 0.785 0.8155 1.6842 -0.1398
H 0.245 1.567 -1.114 -2.8247 -2.3318 -0.7796
H -1.205 -0.832 -0.944 -0.9351 -1.8019 -0.0043



No. 2
8
Properties=species:S:1:pos:R:3:forces:R:3 method="wB97M-V/def2-TZVPD" e_lumo_ev="-2.210 / -2.137" e_homo_ev="-9.170 / -9.131" gap_ha="0.2558 / 0.2570"
C 0.371 1.047 0.834 1.4018 0.1333 0.0740
C -1.809 0.441 -0.762 0.7553 0.4615 -0.3797
P 0.694 -0.650 0.874 -0.4284 1.4592 0.6797
P -1.151 -0.957 -0.071 0.7348 -0.1605 0.9431
S -4.223 -0.455 0.556 0.3942 0.0822 -0.1965
S -0.825 1.723 -0.238 -0.9279 -0.5414 0.8963
H 1.032 1.771 1.407 -0.9035 -0.7958 -1.0417
H -0.861 -2.185 -0.605 -1.0263 -0.6386 -0.9752



No. 3
7
Properties=species:S:1:pos:R:3:forces:R:3 method="wB97M-V/def2-TZVPD" e_lumo_ev="-2.541 / -2.542" e_homo_ev="-9.673 / -9.672" gap_ha="0.2621 / 0.2620"
C 1.113 -0.462 -0.614 -0.1750 -0.0698 -1.3219
C 0.596 -0.030 0.356 -0.0105 0.5885 1.5656
S -4.201 -0.594 0.759 0.2339 -0.4687 -0.6569
S -2.887 -3.501 -0.030 -0.6493 1.5164 -0.6090
S -3.631 -1.787 -0.637 0.4464 -1.0356 1.2686
H 1.286 -0.607 -1.631 0.5809 -0.5979 -0.8269
H 0.373 0.431 1.272 -0.4265 0.0671 0.5805



No. 4
7
Properties=species:S:1:pos:R:3:forces:R:3 method="wB97M-V/def2-TZVPD" e_lumo_ev=-2.820 e_homo_ev=-9.763 gap_ha=0.2552
C 1.396 -0.004 0.225 -0.6743 0.2986 0.6206
C 2.089 -0.592 -0.519 0.7653 -0.6871 -0.9538
S -2.563 2.159 0.412 0.8218 -1.8303 -0.7884
S -2.334 -1.187 0.596 0.5626 1.8767 -1.0181
S -1.816 0.485 -0.336 -1.5706 -0.0444 1.7119
H 0.629 0.311 0.831 -0.7749 0.8849 1.1754
H 2.599 -1.172 -1.209 0.8701 -0.4984 -0.7476



No. 5
48
Properties=species:S:1:pos:R:3:forces:R:3 method="wB97M-V/def2-TZVPD" e_lumo_ev=-0.638 e_homo_ev=-9.315 gap_ha=0.3189
Be -1.186 0.250 -0.326 -0.3169 -1.0854 0.4951
O -1.120 -1.305 -0.081 -1.8222 0.8742 -2.4004
C 0.080 -1.406 0.524 2.1100 -0.9740 0.4754
C 0.986 -0.257 0.104 -1.7071 -0.2627 -2.2480
O 0.171 0.875 0.089 -0.8078 1.2230 0.4293
H 0.525 -2.401 0.347 0.2951 0.1701 0.2627
H -0.214 -1.284 1.517 0.8961 -0.0986 2.6018
H 1.186 -0.321 -0.967 1.0338 -1.0449 -0.0845
H 1.853 -0.039 0.630 1.7653 -0.4291 1.2106
O 3.008 2.310 0.949 0.4371 -0.6775 -0.0236
H 2.605 1.460 1.176 0.1131 0.4056 0.1565
H 2.256 2.881 0.772 -0.4797 0.3503 -0.0307
O -0.075 -2.158 -2.559 0.2624 0.3562 -0.9740
H 0.750 -1.749 -2.879 -0.2220 -0.6697 -0.1370
H 0.015 -2.089 -1.616 -0.2442 0.0940 0.7496
O 1.103 2.694 -1.688 -1.5289 1.4427 -0.5674
H 1.974 2.688 -2.048 0.9663 -0.5282 -0.0167
H 0.944 1.931 -1.134 0.0617 -0.6193 0.5730
O 0.580 4.176 0.930 0.8855 1.3199 -0.6864
H -0.176 3.748 0.545 -0.3940 -0.4857 -0.3943
H 0.873 4.779 0.196 -0.3266 -0.8809 1.0082
O -1.993 -3.564 1.393 -2.3280 2.4220 -0.6733
H -1.779 -2.849 0.740 -0.2917 -0.7019 0.0653
H -1.229 -4.056 1.394 2.6436 -2.0224 0.2013
O -1.624 0.652 -1.896 -2.5563 1.8746 0.1688
H -2.442 1.214 -1.849 0.8637 -0.7127 0.2003
H -1.543 0.591 -2.840 0.9933 -0.8083 -0.6448
O -0.407 1.672 2.494 -0.0146 -2.1862 0.6382
H 0.075 1.552 1.666 -0.0322 -0.0705 -0.6054
H -0.592 2.568 2.592 -0.1753 2.4464 0.4134
O -2.444 -3.550 -1.830 -0.9258 1.4455 2.8197
H -2.550 -4.167 -2.495 0.1573 -1.6307 -2.2105
H -1.703 -2.973 -1.968 0.5273 0.1451 -0.7221
O 3.609 1.567 -1.739 0.2194 -0.3069 -3.2768
H 4.252 1.991 -2.370 -0.6693 -0.5993 1.8553
H 3.751 1.679 -0.813 0.6718 0.8880 1.2457
O -0.587 -1.008 4.397 -1.1227 -0.8847 0.7998
H 0.210 -0.512 4.454 0.8252 0.5550 -0.5543
H -0.804 -1.281 3.502 0.1903 0.3515 -0.0398
O -2.776 -1.126 2.445 -0.8467 0.1112 -0.2420
H -2.774 -1.792 1.742 0.5191 -0.0137 0.0827
H -3.678 -1.266 2.767 0.2508 0.3285 0.4616
O 2.461 -1.361 -3.030 -1.9920 0.6605 0.1864
H 2.401 -0.431 -2.789 0.3663 0.2171 0.1060
H 3.358 -1.540 -3.164 2.0764 -0.4396 -0.3017
O -2.451 0.835 0.632 -0.2908 1.3014 -1.6846
H -2.416 0.552 1.569 0.0870 -0.0932 0.2193
H -2.441 1.807 0.503 -0.1231 -0.7562 1.0922



No. 6
48
Properties=species:S:1:pos:R:3:forces:R:3 method="wB97M-V/def2-TZVPD" e_lumo_ev=-7.187 e_homo_ev=-12.912 total_charge=+1 gap_ha=0.2104
Hg -2.026 -1.191 -2.770 2.0063 0.6654 2.1961
C 0.229 0.584 0.171 0.3079 -0.2748 -0.0435
C 0.283 -0.930 0.026 -0.7832 0.4770 0.1719
O -0.234 -1.496 -1.177 0.1493 -0.4212 -0.8197
H 0.705 1.052 -0.690 -0.6195 0.2665 -0.2228
H 0.778 0.957 1.035 0.1089 -0.4033 0.2187
H -0.806 0.831 0.408 -0.1266 0.5224 -0.6159
H -0.226 -1.323 0.906 -0.4016 -0.3486 -0.0938
H 1.307 -1.283 0.149 0.3630 -0.1433 -0.3925
O 2.365 -3.929 0.574 0.1481 0.2397 0.4036
H 2.715 -3.288 -0.045 0.2445 -0.0559 -0.3404
H 1.531 -4.201 0.192 -0.4311 -0.2247 -0.0325
O 2.501 3.595 1.643 -0.3684 -0.2068 -0.1192
H 2.934 2.934 1.102 0.2396 -0.0817 -0.2935
H 3.209 3.992 2.150 0.1881 0.2194 0.2548
O -0.053 -1.426 3.387 -0.3908 0.1039 -0.1212
H 0.463 -1.351 2.584 0.2606 -0.1724 -0.1379
H 0.567 -1.229 4.090 0.0807 0.0180 0.3577
O -0.840 -3.911 0.067 -0.1475 -0.6654 0.0412
H -1.459 -3.706 0.768 -0.0740 -0.1555 0.3381
H -0.605 -3.059 -0.301 0.1364 0.6621 -0.5443
O -1.161 0.862 -3.021 -1.2407 -0.7469 -0.3877
H -0.354 1.344 -3.202 1.9290 -0.2174 -0.6264
H -1.757 1.519 -2.662 -0.7674 0.6627 0.6598
O 1.403 1.604 -3.553 -1.4045 0.7605 -0.3793
H 1.669 2.416 -3.120 0.2002 0.2648 -0.0101
H 2.079 0.971 -3.311 0.7533 -0.4554 0.2588
O 1.259 1.697 3.472 -0.3447 -0.4097 0.1914
H 1.796 0.905 3.496 0.1954 -0.1487 0.1496
H 1.611 2.203 2.740 0.2309 0.6603 -0.1990
O 2.321 -2.575 -2.250 0.3427 -0.0018 0.2504
H 1.455 -2.375 -1.894 -0.9369 0.0621 0.2392
H 2.174 -2.683 -3.190 0.1716 -0.0940 -0.2958
O 3.189 0.052 -2.474 0.1792 0.4259 0.1457
H 4.036 0.006 -2.030 0.3321 0.0435 -0.0919
H 2.633 -0.562 -1.995 -0.0897 -0.6987 -0.0046
O -2.081 0.886 3.391 -0.3222 0.4774 -0.4947
H -2.543 0.511 4.141 -0.1594 -0.0571 0.1851
H -1.476 0.198 3.114 0.5419 -0.3752 0.1986
O -2.492 2.572 -1.457 -0.1637 -0.1162 -0.1992
H -2.048 2.586 -0.609 0.2473 -0.0799 0.3264
H -2.615 3.495 -1.679 -0.1600 0.3657 -0.1590
O -3.342 -0.594 -0.966 -0.2507 -1.0334 -1.0506
H -3.333 0.055 -0.263 -0.0883 1.2623 0.8441
H -3.927 -1.282 -0.650 -0.3015 -0.2712 0.1707
O -4.016 1.149 1.148 0.1224 -0.3544 -0.6825
H -3.251 1.509 1.597 0.4133 -0.1034 0.9158
H -4.564 1.911 0.959 -0.3202 0.1575 -0.1598



No. 7
48
Properties=species:S:1:pos:R:3:forces:R:3 method="wB97M-V/def2-TZVPD" e_lumo_ev=0.051 e_homo_ev=-8.810 gap_ha=0.3257
C 1.351 1.598 -2.096 -0.6104 -4.1823 -2.1208
C 0.373 0.318 -2.467 -0.0318 0.5495 1.4669
N 0.522 -0.744 -1.461 0.2938 0.3552 1.4020
N 2.669 1.013 -2.178 2.0913 0.2996 0.3009
H 1.105 2.271 -2.928 0.5923 0.3989 0.5506
H 1.189 2.010 -1.120 0.0762 -0.1537 -0.1713
H -0.672 0.599 -2.491 -0.0138 0.2706 0.3818
H 0.502 -0.130 -3.460 0.8664 0.5885 -0.2061
H 1.409 -0.744 -0.934 -0.4235 0.2682 -1.0778
H 0.312 -1.682 -1.757 -0.0692 -0.0939 -0.2159
H 3.100 0.597 -1.349 -0.7574 0.7885 0.0821
H 2.813 0.290 -2.860 -0.4213 0.1404 -0.6428
H 1.075 -3.149 0.949 0.5146 -0.1157 0.4027
H 1.351 -1.736 0.673 -0.3183 -0.0922 0.6772
O 1.409 -2.364 1.423 -0.1771 -0.0498 -1.3340
H -1.000 3.400 -1.353 -0.0759 -0.2324 -0.0883
H -0.170 3.170 -0.106 -0.1317 -0.1286 0.0649
O -0.585 2.692 -0.840 -1.0943 0.9774 0.6944
H 0.447 -0.834 3.877 0.1441 -0.9653 -0.4109
H 1.769 -1.771 3.518 -0.9048 -0.0514 -0.3863
O 1.368 -1.088 4.053 1.2993 1.0040 1.0841
H -4.083 -0.605 -1.838 -0.0243 0.1528 0.0901
H -2.958 0.128 -1.013 -0.4376 -0.4238 -0.5906
O -3.243 -0.144 -1.918 0.5207 0.8423 1.0153
H -1.704 -3.768 0.712 0.1439 -0.1848 -0.4504
H -0.522 -3.231 1.443 -0.2088 -0.0457 -0.0363
O -0.739 -3.771 0.666 -0.3719 0.2200 0.6535
H -1.917 -0.505 4.111 0.2775 -0.6507 0.5490
H -1.259 -0.136 2.904 0.3619 -0.1868 -1.0621
O -1.183 -0.832 3.567 -1.2368 0.8538 0.2205
H -2.242 1.434 -2.741 -0.3579 -0.0102 -0.2820
H -1.801 1.374 -4.199 -0.2076 0.2066 0.2021
O -2.252 1.943 -3.560 0.2671 0.2379 -0.2941
H 4.101 -0.477 0.983 0.0300 0.1276 -0.0405
H 2.826 -1.229 1.413 0.3321 0.5242 -0.1667
O 3.140 -0.420 0.951 0.1640 -0.6145 0.0743
H -3.328 -2.920 -1.533 -0.0814 0.5603 0.2395
H -2.313 -1.712 -1.946 -0.9478 -0.7244 0.2984
O -2.552 -2.659 -2.024 1.1154 -0.5979 -0.6294
H 2.043 1.279 2.888 -0.0943 0.0496 -0.1515
H 2.282 1.133 1.418 0.0072 0.2030 0.1776
O 1.879 1.752 2.054 0.2728 -0.4703 0.1221
H -0.397 1.963 2.438 -0.0836 -0.0338 -0.1017
H 0.508 2.946 3.025 -0.0768 0.3178 -0.0714
O -0.433 2.836 2.842 -0.1848 -0.0539 0.0959
H -1.858 1.275 0.867 0.2128 0.0078 -0.1759
H -0.728 0.285 0.469 -0.8737 -0.0429 0.0606
O -1.604 0.343 0.926 0.6334 0.1606 -0.1999



No. 8
58
Properties=species:S:1:pos:R:3:forces:R:3 method="wB97M-V/def2-TZVPD" e_lumo_ev=0.066 e_homo_ev=-9.612 gap_ha=0.3556
C -2.753 1.269 -0.320 -0.5882 -1.7663 0.0688
N -1.924 0.805 0.828 -0.4085 2.2267 1.1152
C -2.214 1.515 2.032 0.2231 -1.9796 -0.4798
N -1.324 1.643 2.905 1.0991 -0.5065 -0.0795
H -3.413 2.119 -0.174 0.3377 0.2891 0.7089
H -2.241 1.466 -1.233 0.9939 0.1792 -0.4586
H -3.425 0.429 -0.546 -0.0173 0.1734 -0.1697
H -0.906 0.761 0.783 -0.2296 0.0260 -0.8315
H -3.280 1.648 2.086 -0.5299 0.7587 0.4677
H -1.389 1.927 3.875 -1.0038 0.3586 -0.5234
H 2.440 0.078 -4.094 -0.0932 0.0536 -0.0075
H 1.389 -0.691 -3.193 0.2533 0.4524 -0.3948
O 2.250 -0.176 -3.188 0.0185 -0.1939 -0.1321
H -0.206 -1.883 -2.483 -0.1670 0.0005 0.3135
H -0.659 -0.472 -3.044 0.0729 -0.1393 -0.0509
O -0.077 -1.230 -3.203 -0.3362 -0.0022 -0.1602
H 2.104 0.261 -1.425 -0.0497 0.7666 0.2742
H 1.655 0.383 0.059 0.3161 0.2774 -0.2733
O 2.199 0.834 -0.631 -0.7444 -0.5607 -0.1243
H -0.304 -1.756 3.197 0.1789 -0.0183 0.0197
H -0.664 -2.621 4.327 0.1459 -0.0887 0.3718
O 0.008 -1.973 4.091 -0.4113 0.1294 -0.3892
H 2.439 2.262 0.120 0.5340 1.0750 0.2260
H 2.999 3.047 1.332 0.0302 0.1034 0.0671
O 2.711 3.170 0.424 -0.3249 -0.5541 -0.0655
H 1.502 2.166 -1.824 -0.1967 0.3271 0.3544
H 1.662 3.639 -1.445 -0.3619 -0.4102 -0.1552
O 1.026 3.015 -1.847 0.4879 0.4248 -0.1695
H -1.742 -1.816 0.976 -0.3522 0.6698 0.5238
H -0.144 -1.937 1.190 -0.4659 0.4516 0.0841
O -1.019 -2.371 1.280 0.4477 -0.5196 0.5304
H 0.421 1.075 2.854 0.5756 0.6886 0.3736
H 0.760 0.206 3.958 0.6683 0.0503 0.4727
O 1.238 0.825 3.376 -1.1067 -0.6777 -0.1104
H -4.153 -1.526 1.179 -0.2336 -0.3751 0.0738
H -3.878 -3.040 0.767 -0.2966 0.0963 0.2065
O -3.573 -2.132 0.712 0.2838 0.4156 -0.5054
H -2.731 -2.474 -1.819 -0.1939 -0.0288 0.2548
H -2.102 -3.201 -2.952 -0.0081 -0.2041 -0.0737
O -2.732 -3.339 -2.237 -0.6702 -0.0024 -0.5155
H -1.114 3.070 -3.794 -0.6439 -0.1777 -0.0963
H 0.095 2.382 -3.437 -0.4712 -0.5661 0.1794
O -0.828 2.154 -3.688 0.8844 0.5856 -0.0735
H 2.990 -1.839 -1.944 0.2719 0.4157 0.0159
H 3.494 -0.605 -1.081 0.0844 -0.3208 -0.3798
O 3.055 -1.467 -1.058 0.1792 -1.1100 0.4707
H 4.014 -2.978 1.273 0.6722 -0.0779 1.2788
H 3.843 -1.951 0.415 0.6234 1.1865 0.0104
O 4.272 -2.038 1.298 -1.1875 -1.2776 -1.1045
H 1.440 -0.437 2.237 -0.3215 0.3746 -0.7087
H 1.894 -1.213 0.971 -0.1985 -0.0611 0.0667
O 1.133 -0.711 1.318 0.8857 -0.6312 0.2668
H -0.922 5.073 1.454 0.3744 0.0837 -0.3787
H -0.404 3.828 0.615 0.2029 0.4836 0.0356
O -0.989 4.128 1.320 -0.5038 -0.4584 0.1645
H -0.478 -3.863 -1.142 -0.4121 0.0802 0.3330
H -0.980 -2.533 -0.322 1.3555 -1.8145 -1.3001
O -0.465 -2.904 -1.128 0.3271 1.3188 0.3828



No. 9
59
Properties=species:S:1:pos:R:3:forces:R:3 method="wB97M-V/def2-TZVPD" e_lumo_ev=-2.590 e_homo_ev=-10.924 total_charge=+1 gap_ha=0.3063
C 0.444 -0.979 -0.534 0.4267 0.8111 -0.7616
C -0.053 -1.464 -1.702 0.5591 1.0495 2.6778
N 0.536 -2.671 -2.216 1.9053 -0.6509 1.2264
N -0.038 0.077 0.179 -0.7265 -1.4704 -2.0174
H 1.416 -1.251 -0.151 -0.1429 -1.1031 0.1043
H -0.890 -1.023 -2.203 -0.3815 -0.3020 -0.3056
H 1.412 -2.345 -2.737 -1.0155 -0.1827 -1.6901
H 1.148 -3.216 -1.504 -1.8657 0.4961 -0.0351
H -0.251 -3.271 -2.487 1.0346 -0.1885 -0.8738
H -0.768 0.540 -0.331 -0.2217 0.7414 0.8830
H 0.348 0.358 1.051 0.0556 0.2365 -0.0221
H -0.925 2.782 -0.327 0.7776 0.3826 0.2034
H 0.301 3.243 0.625 0.1023 0.2271 -0.4058
O -0.424 2.630 0.503 -0.7358 0.1749 0.3414
H -0.880 -2.262 1.099 0.4126 -0.1004 0.3615
H -1.754 -3.226 0.454 0.0806 -0.4777 0.0514
O -0.882 -3.203 0.875 -0.7414 0.1710 -0.0620
H 1.712 -4.453 0.812 0.6043 -0.3829 -0.5519
H 0.434 -3.947 0.363 -0.1178 -0.2425 -0.8131
O 1.236 -4.390 -0.031 -0.1199 0.5567 1.0231
H 1.422 5.421 -0.325 0.5932 0.0317 0.3329
H 2.829 4.638 -0.208 -0.3364 0.4132 0.5048
O 2.084 4.878 -0.765 -0.1789 -0.2722 -0.5253
H -0.302 2.582 -2.412 -0.0623 -0.0839 0.1709
H -1.465 3.452 -2.862 -0.1751 0.0509 0.1079
O -1.178 2.888 -2.134 0.3717 0.0791 -0.5090
H -0.653 1.471 3.324 0.0003 0.1973 -0.1020
H -1.216 1.913 1.926 0.3899 -0.1968 0.4653
O -1.414 1.396 2.740 0.0720 0.2704 -0.1768
H 2.892 1.076 -1.175 0.0437 0.1992 -0.0917
H 3.051 1.876 -2.506 -0.1796 -0.5606 0.2687
O 3.237 1.011 -2.076 -0.0779 0.3898 0.0505
H 1.198 -1.610 2.705 0.1019 -0.0518 0.0330
H 2.647 -1.204 2.123 -0.2496 -0.2654 0.2888
O 1.696 -1.043 2.086 0.3381 0.3125 -0.0354
H 2.665 4.021 -2.551 -0.7901 0.5461 -0.0940
H 1.373 3.664 -3.439 0.3287 0.6159 0.0993
O 2.182 3.346 -3.037 0.4093 -1.0074 -0.3428
H -3.367 1.797 -0.844 -0.0027 0.1234 0.0902
H -2.587 2.109 0.474 -0.4454 0.0027 -0.1955
O -2.714 1.457 -0.225 -0.0500 -0.4397 0.2120
H -2.311 0.130 3.292 -0.3966 -0.4587 0.1507
H -3.544 -0.359 4.115 0.1230 -0.0802 0.0803
O -2.765 -0.679 3.646 0.0957 0.1900 -0.3265
H 3.079 1.881 2.466 -0.0145 -0.1281 0.1975
H 2.031 0.772 2.090 0.4628 0.0937 0.1508
O 2.565 1.512 1.746 -0.2914 0.2164 -0.3791
H -0.593 -3.186 3.372 0.6592 -0.2303 -0.4351
H -1.033 -1.874 3.777 0.3148 0.7435 -0.0855
O -0.239 -2.285 3.386 -1.1460 -0.3754 0.7973
H 3.316 -1.471 -2.477 0.2386 -0.3686 -0.3879
H 2.512 -0.344 -2.917 -0.0439 -0.5047 -0.3853
O 2.625 -1.310 -3.137 0.1277 0.3946 0.7050
H -3.219 -2.039 -0.964 -0.2757 -0.3927 -0.4432
H -4.414 -1.827 -1.813 -0.0872 -0.1881 -0.3336
O -3.547 -2.246 -1.861 0.1933 0.3886 0.4008
H -2.567 -0.783 0.414 -0.1886 0.2550 0.3186
H -3.385 -1.373 1.590 0.1839 0.0345 0.0681
O -3.013 -1.586 0.721 0.0543 0.3106 0.0214



No. 10
9
Properties=species:S:1:pos:R:3:forces:R:3 method="wB97M-V/def2-TZVPD" e_lumo_ev="-5.951 / -5.951" e_homo_ev="-12.189 / -11.441" total_charge=+1 s_squared=0.808 gap_ha="0.2292 / 0.2018" spin_multiplicity=2
P 1.032 1.183 1.095 0.3214 0.2382 2.1456
F -0.089 -0.307 1.368 0.6559 0.7929 -1.8801
Ag 0.839 0.679 4.624 0.1710 0.3042 -0.9961
O -1.238 0.303 -0.787 0.8020 -1.3118 1.2176
C -0.085 0.021 -1.606 1.6045 1.4575 -0.5967
C -0.285 -0.531 -0.278 -3.2933 -1.5922 -0.8333
H 0.589 0.864 -1.776 -0.3029 -0.2376 0.1824
H -0.277 -0.611 -2.475 0.0661 -0.0938 0.2916
H -0.487 -1.600 -0.164 -0.0247 0.4427 0.4689



Per-record strongest force on any atom, eV/Å: 4.39, 1.67, 1.76, 2.32, 3.43, 3.05, 4.73, 2.61, 2.93, 3.75